The molecule C10H9OP in a non-equilibrium geometry. Source: the OMol25 dataset; level of theory: ωB97M-V/def2-TZVPD.

```
21
C10H9OP | the OMol25 dataset | ωB97M-V/def2-TZVPD
C -0.648 -3.034 -0.465
C -0.368 -2.340 -1.648
C -0.252 -2.502 0.756
C 0.234 -1.006 -1.517
C 0.128 -1.180 0.883
C 0.427 -0.422 -0.287
C 0.429 -0.516 2.209
C 0.998 0.662 2.315
C 0.636 3.498 -1.194
C 0.147 2.627 -0.364
O 2.495 1.213 -1.065
P 1.231 1.184 -0.286
H -1.094 -4.020 -0.428
H -0.570 -2.828 -2.605
H -0.482 -3.083 1.743
H 0.604 -0.475 -2.408
H 0.246 -1.212 3.088
H 1.210 1.374 3.061
H 0.195 4.430 -1.436
H 1.708 3.305 -1.513
H -0.826 2.750 0.015
```

Computed properties:
Energy   -802.92365 Eh
HOMO-LUMO gap (alpha / beta)   8.18 / 8.18 eV
Relative energy (zero: lowest compared OMol25 entry of this formula, charge and spin)   0.0 kJ/mol
Charge   0
HOMO level (alpha / beta)   -8.27 / -8.27 eV

=====

A cluster of 9 separate species, C116H70O19 in total in a non-equilibrium geometry. Source: the OMol25 dataset; level of theory: ωB97M-V/def2-TZVPD.

```
205
C116H70O19 | the OMol25 dataset | ωB97M-V/def2-TZVPD
C 6.669 7.485 8.589
C 6.933 7.895 7.314
C 6.237 7.356 6.231
C 5.271 6.356 6.446
C 5.035 5.950 7.723
C 5.662 6.563 8.848
C 4.027 4.915 7.962
O 3.756 4.556 9.093
C 3.354 4.282 6.824
C 2.533 3.174 7.085
C 1.962 2.504 5.992
C 2.124 2.988 4.715
C 2.927 4.067 4.490
C 3.574 4.703 5.510
C 4.609 5.717 5.253
O 4.986 6.017 4.143
H 7.094 8.013 9.457
H 7.694 8.637 7.148
H 6.484 7.598 5.208
H 5.345 6.319 9.847
H 2.346 2.848 8.101
H 1.315 1.712 6.227
H 1.600 2.445 3.978
H 3.071 4.358 3.501
C -3.440 1.925 3.249
C -2.281 2.232 3.935
C -1.815 1.288 4.873
C -2.389 0.040 4.992
C -3.529 -0.307 4.217
C -4.050 0.654 3.416
C -4.069 -1.680 4.226
O -5.026 -1.870 3.507
C -3.377 -2.725 5.028
C -3.672 -4.032 4.758
C -2.936 -5.031 5.295
C -1.933 -4.691 6.245
C -1.560 -3.367 6.542
C -2.269 -2.397 5.861
C -1.823 -0.952 5.852
O -0.877 -0.693 6.541
H -3.947 2.661 2.651
H -1.793 3.204 3.751
H -0.915 1.517 5.451
H -4.942 0.360 2.897
H -4.536 -4.241 4.131
H -3.288 -5.999 5.090
H -1.394 -5.471 6.732
H -0.710 -3.050 7.152
C -4.234 1.414 -7.878
C -3.031 1.080 -8.589
C -2.550 -0.185 -8.539
C -3.198 -1.158 -7.785
C -4.353 -0.864 -7.021
C -4.875 0.451 -7.125
C -5.016 -1.933 -6.264
O -5.977 -1.669 -5.596
C -4.452 -3.328 -6.329
C -5.164 -4.332 -5.627
C -4.673 -5.632 -5.764
C -3.458 -5.881 -6.388
C -2.754 -4.876 -7.025
C -3.288 -3.593 -6.946
C -2.641 -2.488 -7.761
O -1.735 -2.751 -8.519
H -4.698 2.430 -7.918
H -2.487 1.832 -9.173
H -1.620 -0.396 -9.001
H -5.776 0.777 -6.611
H -6.108 -4.177 -5.140
H -5.242 -6.446 -5.339
H -3.043 -6.868 -6.429
H -1.838 -4.944 -7.535
C 7.276 -1.895 0.993
C 7.559 -2.250 2.289
C 6.802 -3.213 2.995
C 5.721 -3.778 2.292
C 5.437 -3.414 0.956
C 6.227 -2.522 0.341
C 4.365 -3.933 0.142
O 4.181 -3.629 -1.008
C 3.594 -5.018 0.788
C 2.582 -5.659 0.020
C 1.893 -6.681 0.558
C 2.254 -7.264 1.738
C 3.150 -6.596 2.546
C 3.846 -5.509 2.081
C 4.914 -4.861 2.940
O 5.093 -5.188 4.106
H 7.876 -1.226 0.405
H 8.459 -1.846 2.727
H 7.023 -3.517 3.990
H 6.068 -2.255 -0.688
H 2.393 -5.296 -0.974
H 1.246 -7.160 -0.107
H 1.874 -8.193 2.173
H 3.446 -7.030 3.438
C -5.152 4.128 -1.048
C -5.953 4.838 -0.119
C -6.458 6.055 -0.491
C -6.128 6.595 -1.708
C -5.437 5.847 -2.697
C -4.853 4.697 -2.230
C -5.191 6.361 -4.048
O -4.597 5.708 -4.857
C -5.881 7.630 -4.436
C -5.844 8.106 -5.689
C -6.559 9.228 -6.100
C -7.336 9.889 -5.194
C -7.349 9.456 -3.898
C -6.542 8.382 -3.491
C -6.717 7.959 -2.061
O -7.199 8.692 -1.276
H -4.770 3.096 -0.826
H -6.165 4.447 0.870
H -7.006 6.671 0.250
H -4.118 4.229 -2.882
H -5.410 7.442 -6.402
H -6.660 9.344 -7.141
H -7.887 10.716 -5.545
H -7.781 10.011 -3.108
C 0.605 -3.845 2.998
C 0.548 -2.544 2.515
C -0.470 -2.234 1.683
C -1.555 -3.093 1.463
C -1.507 -4.334 1.978
C -0.397 -4.690 2.797
C -2.634 -5.273 1.711
O -2.666 -6.347 2.250
C -3.663 -4.841 0.678
C -4.633 -5.735 0.288
C -5.602 -5.312 -0.573
C -5.629 -4.059 -1.157
C -4.728 -3.094 -0.667
C -3.699 -3.553 0.151
C -2.644 -2.612 0.535
O -2.678 -1.448 0.246
H 1.541 -4.187 3.544
H 1.530 -2.016 2.614
H -0.398 -1.248 1.144
H -0.408 -5.718 3.189
H -4.790 -6.689 0.664
H -6.237 -6.061 -0.996
H -6.376 -3.820 -1.887
H -4.774 -2.074 -1.001
C 5.084 -0.077 -3.202
C 3.944 0.597 -2.930
C 3.903 1.535 -1.914
C 5.094 1.860 -1.291
C 6.298 1.298 -1.667
C 6.321 0.296 -2.665
C 7.614 1.754 -1.056
O 8.728 1.535 -1.542
C 7.490 2.462 0.216
C 8.689 2.854 0.886
C 8.545 3.583 2.005
C 7.333 3.975 2.554
C 6.169 3.628 1.880
C 6.252 2.962 0.611
C 5.039 2.835 -0.165
O 4.001 3.445 0.077
H 4.964 -0.910 -3.902
H 2.947 0.467 -3.430
H 3.024 2.078 -1.568
H 7.246 -0.248 -2.940
H 9.595 2.440 0.659
H 9.497 3.824 2.414
H 7.400 4.600 3.518
H 5.200 3.861 2.244
C 2.439 0.991 1.286
C 2.902 -0.240 0.782
C 2.280 -0.827 -0.271
C 1.066 -0.243 -0.741
C 0.572 0.962 -0.248
C 1.310 1.606 0.767
C -0.658 1.521 -0.720
O -1.088 2.496 -0.170
C -1.412 0.884 -1.822
C -2.561 1.533 -2.200
C -3.331 0.898 -3.113
C -2.910 -0.326 -3.738
C -1.774 -0.966 -3.265
C -1.062 -0.342 -2.278
C 0.283 -0.895 -1.902
O 0.659 -1.913 -2.447
H 2.903 1.390 2.156
H 3.731 -0.757 1.203
H 2.497 -1.756 -0.713
H 0.996 2.576 1.163
H -2.752 2.535 -1.813
H -4.309 1.324 -3.531
H -3.497 -0.801 -4.523
H -1.648 -1.956 -3.658
C 1.651 -5.881 -4.310
C 0.805 -4.686 -3.863
C -0.507 -4.748 -4.465
O -1.413 -4.204 -3.503
C -0.813 -4.382 -2.302
O -1.365 -4.319 -1.254
O 0.469 -4.795 -2.437
H 2.613 -6.062 -3.825
H 1.798 -5.809 -5.370
H 1.048 -6.787 -4.224
H 1.340 -3.747 -3.970
H -0.874 -5.787 -4.655
H -0.612 -4.199 -5.364
```

Computed properties:
Energy   -5892.05596 Eh
HOMO-LUMO gap   8.00 eV
Charge   0
HOMO level   -9.23 eV

=====

A structure of composition C11H10AuBrClO in a non-equilibrium geometry. Source: the OMol25 dataset; level of theory: ωB97M-V/def2-TZVPD.

```
25
C11H10AuBrClO | the OMol25 dataset | ωB97M-V/def2-TZVPD
Au 6.054 5.402 8.264
Br 4.577 8.026 8.567
C 5.367 8.451 6.901
C 4.730 9.445 6.163
C 5.363 9.864 4.989
C 6.570 9.380 4.666
C 7.216 8.399 5.381
C 8.462 7.948 4.875
C 9.098 6.971 5.589
C 8.402 6.301 6.655
C 7.151 6.676 7.107
C 6.544 7.802 6.451
H 3.864 9.883 6.545
H 4.960 10.620 4.348
H 6.935 9.736 3.711
H 8.918 8.488 4.021
H 10.135 6.631 5.373
H 8.954 5.360 7.054
Cl 3.013 4.638 9.329
C 4.736 4.270 9.368
H 4.747 3.281 8.995
H 4.996 4.187 10.436
O 5.246 5.776 4.347
H 5.380 5.691 5.281
H 4.858 6.623 4.233
```

Computed properties:
Energy   -3670.32951 Eh
HOMO-LUMO gap   7.53 eV
Charge   -1
HOMO level   -4.39 eV

=====

A structure of composition C11H10Br in a non-equilibrium geometry. Source: the OMol25 dataset; level of theory: ωB97M-V/def2-TZVPD.

```
22
C11H10Br | the OMol25 dataset | ωB97M-V/def2-TZVPD
Br -0.460 -3.183 -2.721
H -1.225 -2.079 -2.081
C -1.255 -1.917 -0.740
C -0.932 -0.426 -0.649
C 0.059 -0.113 0.299
C 0.620 -1.045 1.205
C 1.641 -0.659 2.037
C 2.090 0.675 2.025
C 1.508 1.616 1.177
C 0.461 1.243 0.296
C -0.188 2.203 -0.530
C -1.230 1.832 -1.401
C -1.580 0.472 -1.475
H -2.219 -2.294 -0.341
H -0.366 -2.382 -0.331
H 0.246 -2.078 1.195
H 2.111 -1.369 2.706
H 2.902 0.911 2.708
H 1.812 2.661 1.211
H 0.139 3.259 -0.421
H -1.763 2.542 -2.016
H -2.372 0.131 -2.154
```

Computed properties:
2S+1   2
Energy   -2999.07992 Eh
HOMO-LUMO gap (alpha / beta)   7.99 / 7.23 eV
Relative energy (zero: lowest compared OMol25 entry of this formula, charge and spin)   112.4 kJ/mol
Charge   0
HOMO level (alpha / beta)   -7.76 / -8.40 eV

=====

A cluster of 2 separate species, C11H10BrNO2 in total in a non-equilibrium geometry. Source: the OMol25 dataset; level of theory: ωB97M-V/def2-TZVPD.

```
25
C11H10BrNO2 | the OMol25 dataset | ωB97M-V/def2-TZVPD
C 1.396 1.604 0.818
C -2.941 1.864 -0.090
C -1.839 2.610 -0.502
C -2.760 0.488 0.063
C -0.641 2.010 -0.805
C -1.548 -0.123 -0.253
C -0.535 0.659 -0.679
C 0.829 0.199 -1.104
C 1.406 -3.183 -0.152
C 1.168 -1.402 1.418
C 1.749 0.891 -0.295
N 1.243 1.810 1.941
O 1.011 -0.606 -2.000
O 0.582 -2.242 0.577
Br 3.639 0.470 -0.513
H -3.832 2.286 0.308
H -1.822 3.761 -0.574
H -3.594 -0.075 0.503
H 0.328 2.543 -1.031
H -1.432 -1.240 -0.316
H 1.043 -4.154 -0.212
H 2.366 -3.346 0.292
H 1.388 -2.652 -1.156
H 2.221 -1.305 1.593
H 0.575 -0.868 2.170
```

Computed properties:
Energy   -3204.22469 Eh
HOMO-LUMO gap (alpha / beta)   7.16 / 5.37 eV
Relative energy (zero: lowest compared OMol25 entry of this formula, charge and spin)   413.8 kJ/mol
Charge   0
HOMO level (alpha / beta)   -8.38 / -7.74 eV

=====

A structure of composition C11H10BrNOPb in a non-equilibrium geometry. Source: the OMol25 dataset; level of theory: ωB97M-V/def2-TZVPD.

```
25
C11H10BrNOPb | the OMol25 dataset | ωB97M-V/def2-TZVPD
C -1.872 -0.826 -0.862
C -1.914 -1.386 0.440
C -2.172 -0.288 1.310
H -1.878 -2.461 0.726
C -2.274 0.926 0.595
C -2.088 0.581 -0.778
H -2.228 1.260 -1.620
H -1.836 -1.393 -1.780
H -2.179 -0.339 2.380
H -2.424 1.943 1.018
Pb 0.644 0.551 -0.261
Br 1.301 -1.452 -1.802
C 2.747 0.693 -4.783
C 1.653 1.492 -5.248
C 0.660 0.613 -5.777
H 1.587 2.571 -5.207
C 1.141 -0.730 -5.642
C 2.434 -0.675 -5.043
H 3.091 -1.520 -4.875
H 3.676 1.074 -4.371
H -0.291 0.909 -6.202
H 0.628 -1.621 -5.991
O 0.088 0.031 4.438
C 0.552 0.039 3.321
N 0.952 0.008 2.171
```

Computed properties:
Energy   -3321.88765 Eh
HOMO-LUMO gap (alpha / beta)   4.97 / 6.27 eV
Relative energy (zero: lowest compared OMol25 entry of this formula, charge and spin)   55.7 kJ/mol
Charge   0
HOMO level (alpha / beta)   -8.30 / -8.21 eV

=====

A structure of composition C11H10ClF3Mn in a non-equilibrium geometry. Source: the OMol25 dataset; level of theory: ωB97M-V/def2-TZVPD.

```
26
C11H10ClF3Mn | the OMol25 dataset | ωB97M-V/def2-TZVPD
C 0.429 2.304 1.023
C 0.830 2.071 -0.352
C 1.723 0.970 -0.357
H 0.555 2.660 -1.220
C 1.739 0.367 0.936
C 0.981 1.232 1.817
H 0.919 1.133 2.896
H -0.134 3.153 1.385
H 2.343 0.664 -1.198
H 2.341 -0.499 1.218
Mn -0.325 0.482 0.420
Cl -2.176 1.550 0.037
C -1.503 -1.386 -0.971
C -0.290 -2.092 -0.698
C 0.702 -1.622 -1.618
H -0.183 -2.946 -0.032
C 0.107 -0.626 -2.442
C -1.250 -0.455 -2.035
H -1.985 0.204 -2.483
H -2.493 -1.606 -0.564
H 1.712 -2.012 -1.714
H 0.615 -0.034 -3.193
F -1.303 0.040 3.156
C -1.043 -0.641 1.995
F -0.112 -1.614 2.322
F -2.198 -1.298 1.672
```

Computed properties:
2S+1   5
Energy   -2335.94660 Eh
HOMO-LUMO gap (alpha / beta)   6.53 / 6.50 eV
Charge   -1
HOMO level (alpha / beta)   -3.32 / -3.34 eV

=====

A cluster of 2 separate species, C11H10ClIN2 in total in a non-equilibrium geometry. Source: the OMol25 dataset; level of theory: ωB97M-V/def2-TZVPD.

```
25
C11H10ClIN2 | the OMol25 dataset | ωB97M-V/def2-TZVPD
C -2.061 -1.044 -0.035
C -3.125 -1.230 -0.900
C -2.240 0.178 -2.637
C 0.150 0.969 -1.946
C -1.103 0.252 -1.844
C -1.025 -0.323 -0.560
C -3.204 -0.712 -2.190
C 0.815 0.883 -0.715
C 3.115 -0.571 3.642
C 0.450 -0.381 1.430
C 2.177 1.383 -0.379
N 0.146 0.071 0.152
N 1.566 -0.095 1.964
Cl -4.649 -0.920 -3.178
I 2.500 0.733 5.086
H -2.071 -1.367 1.054
H -4.010 -1.902 -0.589
H -2.181 0.774 -3.506
H 0.653 1.560 -2.694
H 3.519 -0.119 2.807
H 3.451 -1.510 3.971
H -0.339 -0.964 1.750
H 2.599 0.630 0.356
H 2.719 1.470 -1.418
H 2.147 2.234 0.379
```

Computed properties:
Energy   -1292.36733 Eh
HOMO-LUMO gap   6.23 eV
Charge   0
HOMO level   -7.77 eV